[1]
27
Properties=species:S:1:pos:R:3:forces:R:3 method="wB97M-V/def2-TZVPD" multiplicity=1 de_lowest_ev=2.337 e_lumo_ev=0.419 smiles=CO.CO.CO.CO.O fmax_ha_per_bohr=0.03901 gap_ev=10.348 e_tot_ev=-14674.975
C 14.349160 -10.951610 30.022220 0.68 -0.29 0.43
O 13.283860 -10.983130 30.925100 -1.45 -0.30 0.43
H 15.124000 -11.683310 30.251030 0.17 -0.05 0.24
H 13.998920 -11.244940 29.032570 -0.12 0.64 -0.05
H 14.779780 -9.954610 30.115200 0.30 0.04 -0.81
H 13.487810 -11.326470 31.798090 0.42 0.00 -0.25
C 8.572180 -9.114760 25.764240 0.43 -0.97 -0.02
O 9.781770 -8.477620 26.064910 0.15 0.96 0.16
H 7.866000 -8.940240 26.576000 -0.04 -0.08 -0.12
H 8.126310 -8.859490 24.802910 0.00 0.53 -0.08
H 8.818640 -10.173340 25.681910 -0.66 -0.46 0.23
H 10.519000 -9.006260 25.750840 0.06 0.28 -0.04
C 14.013040 -6.747490 29.512720 0.22 -0.69 -0.23
O 14.727650 -7.279630 28.376980 -0.04 0.93 0.55
H 14.240230 -5.711190 29.762830 0.35 -0.01 -0.62
H 12.943490 -6.824090 29.317080 -0.10 -0.02 0.28
H 14.316650 -7.340880 30.375170 -0.39 0.01 0.30
H 14.416690 -8.185970 28.318250 -0.08 -0.19 -0.16
C 12.974950 -10.238620 23.986060 1.55 -0.08 -1.02
O 11.868100 -9.875570 24.714950 -1.91 0.15 0.60
H 12.704370 -10.776300 23.077330 0.17 -0.15 0.03
H 13.490750 -9.327050 23.684260 0.13 -0.03 -0.04
H 13.634560 -10.819860 24.630400 0.34 -0.36 -0.47
H 11.208900 -10.554020 24.551350 -0.23 -0.01 0.25
O 13.897840 -9.380660 26.755530 0.26 -0.24 0.25
H 14.429850 -8.671500 26.394550 0.19 0.33 -0.09
H 13.350380 -9.666200 26.024100 -0.42 0.07 0.25



[2]
115
Properties=species:S:1:pos:R:3:forces:R:3 method="wB97M-V/def2-TZVPD" multiplicity=1 e_lumo_ev=2.115 fmax_ha_per_bohr=0.01928 charge=-1 gap_ev=4.785 e_tot_ev=-91853.266
Ti 0.095271 -0.137231 -0.329335 -0.41 0.04 -0.90
C -4.547217 -1.844670 3.726242 0.02 0.02 0.03
C -4.513221 -2.349573 2.280950 -0.04 -0.02 -0.06
C -3.151100 -2.284540 1.665139 0.05 0.04 0.08
C -2.238011 -3.294720 1.502774 -0.06 -0.02 -0.04
C -2.382023 -4.738860 1.868584 0.01 -0.01 -0.02
C -2.153244 -5.009168 3.357412 0.01 0.00 0.03
C -1.048309 -2.689998 1.005503 0.06 0.14 -0.09
C 0.215727 -3.205271 1.161974 0.04 -0.12 0.06
C 1.345473 -2.414420 1.297771 -0.07 0.20 -0.03
C 2.596730 -2.809513 1.836992 0.00 -0.03 0.09
C 3.006245 -4.215240 2.151856 0.03 0.00 -0.05
C 2.534589 -4.669472 3.535510 -0.01 0.01 0.03
C 3.278056 -1.650985 2.142515 -0.02 -0.03 -0.04
C 2.436983 -0.575142 1.732923 0.13 0.21 0.01
C 2.730851 0.812327 1.848938 -0.10 -0.23 0.00
C 1.981835 1.774381 1.258043 0.41 0.21 -0.41
N 0.938338 1.582963 0.379061 -0.41 0.07 0.29
C 0.618507 2.847672 -0.146194 0.38 -0.32 -0.08
C -0.341142 3.132286 -1.034270 -0.22 0.21 0.12
C -1.583267 2.326840 -1.266295 0.11 0.00 0.07
N -1.595722 1.088802 -0.484905 0.07 0.26 0.39
C -2.629222 1.199699 0.390988 -0.14 -0.10 -0.21
C -3.110543 0.192630 1.177731 0.05 -0.04 0.04
C -2.520977 -1.084723 1.189607 -0.11 0.00 -0.07
N -1.276194 -1.335582 0.742054 -0.14 -0.22 0.26
C -3.309553 2.504592 0.273080 0.00 -0.09 0.02
C -2.731206 3.163282 -0.729477 0.01 0.12 -0.01
C -3.003878 4.496440 -1.359709 0.03 -0.01 -0.02
C -4.441836 5.001158 -1.309850 -0.03 0.01 0.00
C -4.382397 2.959771 1.218653 0.00 0.01 -0.01
C -3.810491 3.893711 2.287332 0.00 0.01 0.00
C 1.538077 3.840570 0.430933 -0.28 0.08 0.04
C 2.306315 3.208504 1.328214 0.08 -0.23 0.00
C 3.349000 3.788237 2.231541 0.01 0.02 -0.03
C 4.697963 3.974925 1.534032 0.03 -0.02 -0.03
C 1.477629 5.303603 0.130814 0.07 -0.03 -0.07
C 2.123696 5.657732 -1.211710 0.01 0.02 -0.04
N 1.284010 -1.026397 1.219481 0.03 -0.19 0.18
C 4.654508 -1.519858 2.716015 0.00 0.00 0.02
C 5.735422 -1.506644 1.631930 0.01 0.01 -0.02
H -5.547219 -1.932381 4.157601 0.00 0.00 -0.01
H -4.244629 -0.797639 3.778568 0.01 -0.01 -0.01
H -3.853131 -2.410110 4.350285 -0.01 -0.01 0.00
H -5.216669 -1.761492 1.682695 -0.01 -0.02 0.00
H -4.874352 -3.382192 2.249779 0.01 0.00 0.01
H -1.680541 -5.331010 1.275291 0.00 0.01 0.00
H -3.382360 -5.081740 1.587292 0.00 -0.01 0.01
H -1.194943 -4.596631 3.678034 0.01 -0.01 -0.01
H -2.156781 -6.079769 3.574457 -0.01 0.00 -0.01
H -2.930616 -4.539564 3.961992 0.01 0.01 -0.01
H 0.315545 -4.269962 1.346851 -0.01 0.01 0.03
H 4.096018 -4.292833 2.098861 0.00 -0.02 0.00
H 2.614517 -4.895174 1.389596 0.00 0.00 0.00
H 2.962291 -4.034139 4.313163 0.00 0.00 0.00
H 2.823828 -5.703210 3.738711 0.01 0.00 0.00
H 1.448638 -4.594402 3.615571 0.00 0.00 -0.01
H 3.605508 1.106628 2.411479 -0.01 0.01 0.03
H -0.365362 4.138043 -1.437559 -0.04 0.01 0.05
H -4.023045 0.337336 1.733649 0.00 0.00 -0.01
H -2.693504 4.413626 -2.404456 0.00 0.00 0.00
H -2.342945 5.247314 -0.911727 0.00 -0.01 0.01
H -5.136138 4.242862 -1.675636 0.01 0.00 0.00
H -4.547981 5.885410 -1.940901 0.01 -0.01 -0.01
H -4.747741 5.284547 -0.302494 0.01 0.00 0.01
H -4.843192 2.098979 1.702649 0.01 0.00 0.00
H -5.182568 3.461283 0.675944 -0.01 0.01 -0.01
H -2.992731 3.404532 2.819051 0.00 0.00 0.00
H -4.569149 4.186213 3.016716 -0.01 -0.01 -0.01
H -3.409466 4.800841 1.830027 0.01 -0.01 0.00
H 3.474255 3.137835 3.099205 -0.02 0.02 0.02
H 3.001155 4.750720 2.617320 0.01 0.01 -0.02
H 5.068452 3.023036 1.149870 -0.01 0.00 0.00
H 5.445684 4.384340 2.216759 0.00 0.00 0.00
H 4.602872 4.653761 0.685122 -0.01 0.01 0.01
H 1.974110 5.857804 0.931801 0.00 0.00 0.00
H 0.431439 5.622189 0.128528 0.00 0.01 -0.01
H 3.187426 5.414580 -1.203009 0.00 -0.01 0.00
H 2.019570 6.721901 -1.433120 0.00 0.00 0.02
H 1.670168 5.093935 -2.027286 -0.01 -0.01 0.01
H 4.848033 -2.337483 3.417669 0.00 -0.01 -0.02
H 4.723690 -0.599194 3.301841 0.00 -0.01 0.02
H 5.702746 -2.428563 1.047675 0.00 0.00 0.00
H 6.736993 -1.405743 2.057740 -0.01 0.00 0.01
H 5.568280 -0.678999 0.940591 -0.01 0.00 0.00
C 1.468710 -5.146065 -2.829858 0.01 -0.02 0.01
N 1.247457 -3.945078 -2.065438 -0.03 0.04 -0.07
C 2.256161 -2.883097 -2.048335 0.00 -0.09 -0.01
C 1.392190 -1.616443 -2.095442 0.01 0.27 0.15
O 1.724419 -0.621709 -1.240154 0.25 -0.12 0.07
N 0.025036 -2.068209 -1.748113 0.35 -0.03 0.14
C 0.022944 -3.347032 -1.896496 -0.14 -0.04 0.06
N -1.106828 -4.110112 -1.800930 0.00 0.02 0.02
H 1.532183 -4.949910 -3.907177 -0.01 -0.01 0.00
H 0.676540 -5.872662 -2.649402 0.00 0.00 0.01
H 2.400341 -5.613404 -2.509102 0.01 0.02 -0.01
H 2.905756 -2.932426 -2.922336 -0.01 -0.02 0.00
H 2.841525 -2.917973 -1.128106 0.00 0.03 0.01
H -1.955872 -3.568020 -1.799954 0.00 0.00 -0.03
H -1.145571 -4.974580 -2.309413 0.01 -0.01 0.01
O 1.421826 -1.175454 -3.427141 -0.03 0.07 -0.09
C 0.550553 -0.131660 -3.655269 0.05 -0.07 0.14
N -0.153517 0.477024 -2.659110 0.08 0.05 -0.05
C -0.948359 1.372917 -3.294111 -0.05 0.11 0.15
O -1.876671 2.132202 -2.628482 0.02 -0.17 -0.09
C -0.768794 1.372313 -4.660613 -0.03 -0.01 -0.14
C -1.341671 2.069303 -5.758074 0.02 0.03 0.13
C -0.934649 1.770087 -7.022967 0.09 -0.10 -0.07
C 0.060720 0.759234 -7.264212 -0.10 0.11 -0.02
C 0.629621 0.069576 -6.236892 0.04 -0.04 0.13
C 0.230664 0.355737 -4.902279 -0.03 0.01 -0.14
H -2.093317 2.832553 -5.586721 0.00 -0.01 0.01
H -1.364240 2.297648 -7.867109 0.01 0.00 -0.01
H 0.359036 0.549240 -8.285295 0.00 0.00 0.00
H 1.381929 -0.687585 -6.430506 -0.01 0.00 0.00



[3]
11
Properties=species:S:1:pos:R:3:forces:R:3 method="wB97M-V/def2-TZVPD" multiplicity=1 de_lowest_ev=3.879 e_lumo_ev=0.705 fmax_ha_per_bohr=0.08947 gap_ev=8.501 e_tot_ev=-21780.557
C -0.354532 1.573600 0.763509 -0.87 -0.95 -4.42
C -0.519099 1.597251 -0.548389 -0.14 0.49 1.36
C -0.280938 0.292996 0.035698 3.04 -1.58 1.33
P 1.849515 -0.536798 0.429048 -2.55 1.21 0.92
P -1.503960 -1.043675 0.192215 -0.81 -0.25 -1.59
H -0.194606 1.991102 1.671773 0.21 1.29 2.40
H -0.758168 2.082479 -1.481203 0.26 0.16 0.18
H 2.440940 -0.476315 -0.775516 0.84 0.63 -1.73
H 1.392550 -1.756923 0.031485 -0.30 -1.34 0.09
H -0.789901 -2.053263 0.813047 0.52 -0.23 0.44
H -1.281801 -1.670455 -1.131667 -0.20 0.57 1.02



[4]
13
Properties=species:S:1:pos:R:3:forces:R:3 method="wB97M-V/def2-TZVPD" multiplicity=1 de_lowest_ev=4.442 e_lumo_ev="-6.078 / -6.077" fmax_ha_per_bohr=0.07605 charge=+1 gap_ev="7.104 / 7.105" e_tot_ev=-7231.296
C 0.818511 1.337918 1.267606 -1.23 -1.27 0.57
C -0.449681 0.820819 1.084504 2.04 1.71 0.71
N -0.806800 -0.446771 0.846367 -1.02 -1.67 1.65
C -0.839442 -1.382553 0.031403 1.55 1.73 0.69
N -0.269441 -1.077288 -1.265954 -0.47 -2.09 -0.61
C 0.508489 -0.086248 -1.549029 -2.64 -2.60 1.25
H 0.985268 2.381128 1.520200 -0.42 -0.25 0.17
H 1.614901 0.644075 1.545292 0.25 0.19 -0.93
H -1.217373 1.439120 1.512210 -0.80 0.38 -0.66
H -1.107727 -2.434458 0.245093 -0.18 0.76 -0.38
H -0.610401 -1.819569 -1.920622 0.85 1.30 -0.34
H 0.657569 0.042786 -2.534269 1.13 0.67 -3.31
H 0.716126 0.581040 -0.782802 0.95 1.15 1.19



[5]
10
Properties=species:S:1:pos:R:3:forces:R:3 method="wB97M-V/def2-TZVPD" multiplicity=1 de_lowest_ev=2.500 e_lumo_ev=-3.980 fmax_ha_per_bohr=0.09802 charge=+1 gap_ev=11.381 e_tot_ev=-7173.532
C -1.132267 1.536475 -0.178207 -3.68 -2.53 -2.34
C 0.855496 -1.736579 0.640544 0.04 -2.27 1.17
N -2.211384 1.564586 -0.649729 2.51 0.34 0.55
N 0.071749 1.385217 0.101823 0.51 3.74 1.43
O 1.436750 -0.799234 0.197864 1.07 1.57 -0.60
H 1.406801 -2.691754 0.894839 -0.54 0.76 -0.42
H -0.209117 -1.693657 0.878879 -0.34 -0.07 0.04
H -3.169948 1.335858 -0.596447 -0.99 0.07 0.30
H 0.778806 0.593509 0.185647 -0.35 -0.84 -0.37
H 0.214877 2.346147 0.477985 1.77 -0.77 0.25



[6]
11
Properties=species:S:1:pos:R:3:forces:R:3 method="wB97M-V/def2-TZVPD" multiplicity=1 de_lowest_ev=1.331 e_lumo_ev=1.127 smiles="C=O.CN" fmax_ha_per_bohr=0.01092 gap_ev=10.556 e_tot_ev=-5723.911
C -1.352475 -1.105937 -0.629661 0.14 -0.40 0.06
O -1.736406 -0.220640 0.077196 -0.12 0.05 0.13
H -1.046861 -2.100730 -0.253975 -0.01 0.09 0.30
H -1.279984 -1.025523 -1.713483 -0.03 0.32 -0.46
C 1.518393 0.427507 0.912348 0.23 -0.19 0.20
N 1.127137 0.782864 -0.456170 0.28 0.21 0.06
H 0.989896 -0.461100 1.255017 -0.16 -0.01 -0.05
H 1.341271 1.210731 1.649758 -0.05 0.14 0.01
H 2.581965 0.185087 0.968349 -0.05 0.02 -0.17
H 0.396748 1.484439 -0.416252 -0.11 -0.16 -0.12
H 1.910560 1.227989 -0.924089 -0.12 -0.05 0.04



[7]
57
Properties=species:S:1:pos:R:3:forces:R:3 method="wB97M-V/def2-TZVPD" multiplicity=1 de_lowest_ev=0.000 e_lumo_ev=0.293 smiles="COc1ccc(N(CC(=O)Nc2cc(C)ccc2C)S(=O)(=O)c2c(C)[nH]c(=O)[nH]c2=O)cc1" fmax_ha_per_bohr=0.02118 gap_ev=8.411 e_tot_ev=-52285.704
C 2.048554 2.144301 -6.016346 -0.01 0.19 -0.08
O 2.109940 0.839206 -5.496817 -0.03 -0.32 0.17
C 1.225368 0.487527 -4.521798 -0.13 0.04 0.11
C 0.253391 1.316072 -3.983522 0.33 0.06 -0.35
C -0.588107 0.854134 -2.981018 -0.26 -0.33 0.26
C -0.494243 -0.448250 -2.492017 0.54 0.17 -0.62
N -1.361013 -0.926149 -1.493984 -0.30 -0.86 0.60
C -2.394073 -0.090424 -0.922669 -0.51 0.13 0.23
C -1.927723 0.693772 0.311341 -0.35 0.06 -0.22
O -2.617475 0.745471 1.313403 -0.14 0.12 0.00
N -0.718878 1.274987 0.157408 0.40 0.27 -0.28
C 0.110119 1.863491 1.128993 0.12 0.22 0.28
C -0.290246 1.990994 2.453333 -0.15 0.04 0.08
C 0.565412 2.508091 3.414812 0.15 0.06 -0.16
C 0.146601 2.573301 4.849451 0.06 -0.08 0.03
C 1.833231 2.916066 3.024679 -0.07 -0.01 0.08
C 2.225650 2.810797 1.703103 -0.08 -0.07 0.01
C 1.385845 2.286232 0.731506 -0.03 -0.03 -0.02
C 1.852225 2.162427 -0.689158 -0.03 -0.02 0.04
S -1.188810 -2.312156 -0.561743 -0.05 -0.15 0.57
O -0.230793 -3.221922 -1.090887 0.24 0.23 -0.21
O -2.514220 -2.822883 -0.363671 -0.05 0.26 0.01
C -0.558127 -1.706604 1.011234 -0.28 -0.52 -0.84
C -1.189756 -1.743481 2.212990 0.01 0.02 -0.18
C -2.597491 -2.148932 2.437718 -0.27 -0.09 0.03
N -0.513556 -1.316068 3.318208 -0.38 -0.13 0.02
C 0.793094 -0.862024 3.333804 0.10 -0.03 -0.11
O 1.342230 -0.524951 4.349900 0.15 0.09 0.32
N 1.384230 -0.846778 2.097137 0.20 -0.12 -0.05
C 0.776885 -1.169033 0.887991 0.32 0.22 0.36
O 1.348160 -0.964538 -0.160352 0.24 -0.08 -0.10
C 0.474590 -1.281822 -3.056418 0.18 0.07 -0.20
C 1.317288 -0.819614 -4.040357 -0.05 0.18 -0.05
H 1.080773 2.345771 -6.487500 0.03 0.00 0.03
H 2.832291 2.199158 -6.770152 -0.07 0.05 0.04
H 2.239444 2.895488 -5.242615 -0.02 -0.03 -0.02
H 0.129315 2.331972 -4.324811 0.02 0.07 -0.05
H -1.327189 1.548484 -2.610201 -0.05 0.02 0.07
H -2.803869 0.585604 -1.675540 0.07 -0.09 0.03
H -3.199650 -0.753839 -0.599019 0.01 0.39 -0.02
H -0.254568 1.125433 -0.730152 -0.11 -0.07 0.09
H -1.282907 1.678982 2.732626 -0.05 0.00 0.02
H -0.936604 2.578850 4.940526 -0.09 0.02 0.06
H 0.550060 3.460105 5.332381 -0.02 0.07 0.08
H 0.535610 1.697925 5.371047 -0.03 -0.02 0.10
H 2.516032 3.317702 3.758037 0.09 0.06 0.10
H 3.213974 3.139872 1.415583 0.09 0.03 -0.07
H 1.902868 1.114626 -0.990281 0.00 -0.01 -0.12
H 2.846496 2.589601 -0.791346 0.05 0.03 -0.05
H 1.186400 2.688720 -1.373213 -0.02 0.03 -0.12
H -3.209775 -1.244328 2.407711 0.02 0.01 0.01
H -2.937856 -2.807204 1.644569 -0.02 0.01 0.21
H -2.718317 -2.622702 3.409019 0.04 -0.06 0.09
H -0.993721 -1.292910 4.209490 0.16 -0.01 -0.15
H 2.324438 -0.469095 2.049909 -0.17 0.03 0.02
H 0.573347 -2.292170 -2.706639 0.07 -0.03 -0.07
H 2.067246 -1.468257 -4.462964 0.10 -0.11 -0.04



[8]
8
Properties=species:S:1:pos:R:3:forces:R:3 method="wB97M-V/def2-TZVPD" multiplicity=1 de_lowest_ev=1.572 e_lumo_ev=6.963 smiles="O=S(=O)([O-])ON[O-]" fmax_ha_per_bohr=0.11393 charge=-2 gap_ev=5.471 e_tot_ev=-22574.822
O 0.949293 -1.123424 0.448139 0.43 -0.44 -0.39
S 0.349118 0.087508 1.016474 -1.22 -1.19 -1.01
O 1.314436 0.833302 1.753200 1.51 1.93 1.14
O -0.798349 -0.298593 1.829749 -0.84 0.39 0.31
O -0.158072 0.988102 -0.216869 0.59 -0.96 1.51
N -0.192294 -0.000090 -1.546210 -0.39 4.11 -4.16
O -1.289808 0.324415 -2.257336 1.13 -1.27 1.29
H -0.174324 -0.811221 -1.027146 -1.20 -2.56 1.31